[1]
79
Properties=species:S:1:pos:R:3 method="wB97M-V/def2-TZVPD" total_charge=+2 multiplicity=5 lumo_ha="-0.18275 / -0.29745" s_squared=6.011 homo_ev="-13.70 / -14.80" e_above_lowest_ev=0.398
Rh -0.14 0.83 0.39
C -1.16 3.69 2.30
C -1.14 3.14 0.90
C -2.27 2.51 0.36
C -2.37 2.24 -1.01
C -3.70 1.83 -1.58
C -1.25 2.48 -1.83
C -0.06 3.01 -1.30
C 1.09 3.40 -2.19
C -0.01 3.32 0.07
H -1.63 4.67 2.27
H -0.16 3.81 2.71
H -1.76 3.06 2.96
H -3.14 2.34 0.99
H -4.24 2.74 -1.87
H -4.31 1.31 -0.84
H -3.62 1.22 -2.47
H -1.31 2.30 -2.89
H 2.05 3.21 -1.72
H 1.03 4.47 -2.38
H 1.05 2.90 -3.15
H 0.87 3.80 0.48
O 2.94 1.15 1.47
H 3.20 0.80 2.33
H 3.77 1.48 1.09
C 2.88 -2.01 -2.83
C 2.26 -0.69 -2.45
C 3.02 0.16 -1.49
C 1.61 0.06 -3.57
Si 0.33 -1.23 -1.08
C -0.95 -1.84 -2.36
C -0.50 -2.95 -3.31
C -2.05 -2.37 -1.42
C -1.55 -0.69 -3.18
C 0.91 -2.57 0.17
C 2.29 -2.22 0.77
C -0.10 -2.49 1.33
C 0.94 -4.01 -0.37
H 3.70 -1.78 -3.52
H 2.20 -2.66 -3.37
H 3.31 -2.54 -1.99
H 3.90 0.54 -2.03
H 3.38 -0.39 -0.62
H 2.45 1.02 -1.15
H 2.41 0.59 -4.11
H 0.91 0.82 -3.21
H 1.11 -0.58 -4.29
H 0.00 -3.78 -2.81
H 0.16 -2.58 -4.10
H -1.38 -3.36 -3.81
H -1.76 -3.30 -0.93
H -2.93 -2.59 -2.03
H -2.35 -1.64 -0.66
H -0.88 -0.32 -3.95
H -1.84 0.13 -2.54
H -2.45 -1.06 -3.68
H 2.35 -1.18 1.10
H 3.11 -2.43 0.09
H 2.45 -2.85 1.66
H -0.08 -1.52 1.83
H 0.18 -3.24 2.07
H -1.13 -2.71 1.02
H 1.62 -4.15 -1.21
H -0.05 -4.37 -0.65
H 1.29 -4.67 0.44
C -1.34 0.48 6.75
C -1.00 0.52 5.30
C 0.21 1.05 4.84
C 0.47 1.10 3.49
N -0.39 0.65 2.56
C -1.55 0.13 3.00
C -1.89 0.05 4.33
H -0.44 0.46 7.37
H -1.95 -0.39 6.99
H -1.91 1.37 7.03
H 0.95 1.42 5.54
H 1.39 1.53 3.11
H -2.23 -0.24 2.24
H -2.84 -0.38 4.61

[2]
108
Properties=species:S:1:pos:R:3 method="wB97M-V/def2-TZVPD" total_charge=+1 lumo_ha=-0.14339 homo_ev=-11.82
C 0.16 2.24 5.67
C -0.50 1.50 4.51
C -0.02 0.04 4.43
C 1.29 -0.17 3.65
C 1.94 1.06 3.00
S 1.23 -1.35 2.24
C 1.13 -3.16 2.71
F 2.32 -3.67 2.31
F 0.16 -3.67 1.92
C 0.85 -3.60 4.19
F 0.91 -2.57 5.07
F -0.42 -4.07 4.24
C 1.80 -4.73 4.74
F 1.46 -4.82 6.05
F 3.09 -4.32 4.68
C 1.61 -6.15 4.08
F 0.98 -6.96 4.93
F 2.82 -6.65 3.79
F 0.90 -6.05 2.95
P -0.72 -1.04 1.22
O -0.47 -1.53 -0.13
O -0.87 0.52 1.36
O -1.90 -1.69 2.04
H -0.24 1.85 6.60
H 1.24 2.08 5.71
H -0.02 3.32 5.63
H -1.57 1.45 4.73
H -0.41 2.03 3.56
H -0.84 -0.58 4.09
H 0.16 -0.28 5.46
H 2.04 -0.58 4.33
H 1.98 1.87 3.72
H 2.97 0.81 2.74
H 1.44 1.38 2.09
H -1.60 0.77 1.95
H -1.67 -2.25 2.79
C -2.59 -1.47 -2.60
O -3.58 -0.62 -3.18
C -3.14 0.62 -3.43
O -2.04 1.03 -3.18
O -4.13 1.30 -4.00
C -3.79 2.65 -4.34
H -3.08 -2.43 -2.44
H -1.75 -1.60 -3.27
H -2.25 -1.07 -1.65
H -2.97 2.67 -5.05
H -3.52 3.22 -3.45
H -4.67 3.09 -4.79
C -2.04 7.17 -8.98
O -1.93 6.25 -7.89
C -1.45 5.06 -8.23
O -1.12 4.72 -9.33
O -1.40 4.31 -7.13
C -0.90 2.98 -7.34
H -2.44 8.09 -8.56
H -1.06 7.36 -9.42
H -2.72 6.78 -9.74
H 0.12 3.01 -7.72
H -1.54 2.44 -8.04
H -0.91 2.48 -6.38
C 2.68 2.32 9.56
O 2.12 1.34 8.68
C 2.58 0.10 8.87
O 3.39 -0.22 9.70
O 1.98 -0.71 8.00
C 2.36 -2.09 8.17
H 2.21 3.27 9.29
H 2.46 2.08 10.60
H 3.76 2.39 9.42
H 2.06 -2.43 9.16
H 3.43 -2.22 8.04
H 1.83 -2.66 7.42
C -1.68 -1.60 -8.96
O -1.11 -0.96 -7.82
C -0.16 -1.65 -7.20
O 0.25 -2.73 -7.51
O 0.26 -0.92 -6.16
C 1.30 -1.54 -5.40
H -2.43 -0.92 -9.35
H -0.92 -1.78 -9.72
H -2.15 -2.54 -8.68
H 2.18 -1.70 -6.01
H 0.96 -2.49 -4.98
H 1.53 -0.84 -4.60
C -5.68 0.71 8.54
O -4.73 0.91 9.59
C -3.46 0.79 9.22
O -3.07 0.54 8.11
O -2.70 0.99 10.29
C -1.30 0.89 10.04
H -6.66 0.84 8.99
H -5.54 1.46 7.75
H -5.60 -0.29 8.12
H -0.98 1.64 9.33
H -1.04 -0.11 9.69
H -0.80 1.08 10.99
C 2.14 -2.36 -10.01
O 3.55 -2.12 -10.11
C 3.87 -0.85 -10.33
O 3.09 0.06 -10.45
O 5.19 -0.75 -10.41
C 5.67 0.57 -10.66
H 2.02 -3.42 -9.81
H 1.72 -1.79 -9.20
H 1.66 -2.10 -10.96
H 5.37 1.25 -9.86
H 5.30 0.94 -11.61
H 6.75 0.50 -10.69

[3]
100
Properties=species:S:1:pos:R:3 method="wB97M-V/def2-TZVPD" total_charge=-2 lumo_ha=0.13675 homo_ev=-3.07
Mg 0.80 -0.14 -0.19
C 3.71 -1.57 2.36
C 5.11 -1.80 2.16
C 5.69 -1.45 0.72
O 6.86 -1.74 0.52
C 4.89 -0.84 -0.24
C 3.51 -0.57 0.04
C 2.85 -0.99 1.39
O 1.61 -0.77 1.52
O 2.72 -0.04 -0.84
O 5.80 -2.43 2.93
H 3.22 -1.62 3.34
H 5.28 -0.31 -1.15
C -2.06 -3.08 -0.86
C -3.28 -3.39 -0.21
C -3.75 -2.45 1.00
O -4.78 -2.72 1.54
C -2.88 -1.38 1.39
C -1.75 -1.04 0.55
C -1.24 -1.98 -0.52
O -0.09 -1.79 -1.04
O -1.11 0.08 0.61
O -4.02 -4.27 -0.56
H -1.62 -3.69 -1.75
H -3.24 -0.67 2.20
C 2.27 5.63 -2.83
C 1.74 4.45 -2.03
O 1.40 5.01 -0.73
O 3.28 6.30 -2.16
H 1.47 6.31 -3.14
H 2.77 5.27 -3.75
H 2.45 3.67 -1.87
H 0.86 4.06 -2.55
H 1.69 4.36 -0.07
H 2.91 6.40 -1.28
C 0.60 2.45 1.74
C -0.72 2.98 2.18
O -1.83 2.16 1.97
O 0.76 2.22 0.33
H 0.82 1.50 2.22
H 1.24 3.23 2.09
H -1.00 3.96 1.75
H -0.59 3.14 3.25
H -1.55 1.31 1.58
H -0.03 2.42 -0.17
C -5.55 1.21 -0.73
C -6.43 0.12 -0.16
O -6.20 -0.03 1.23
O -4.20 0.96 -0.61
H -5.90 2.19 -0.29
H -5.89 1.28 -1.79
H -6.35 -0.81 -0.74
H -7.51 0.40 -0.33
H -5.90 -0.94 1.44
H -4.01 0.50 0.23
C -1.37 0.60 -3.80
C -1.23 1.11 -2.42
O 0.14 1.07 -1.92
O -0.82 1.45 -4.75
H -2.42 0.49 -4.00
H -0.91 -0.40 -3.85
H -1.82 0.56 -1.67
H -1.57 2.15 -2.35
H 0.77 1.18 -2.63
H 0.14 1.44 -4.66
C 2.41 -4.39 -1.69
C 2.38 -3.32 -2.78
O 1.13 -2.84 -3.19
O 1.81 -5.63 -2.11
H 1.93 -3.95 -0.83
H 3.48 -4.53 -1.42
H 2.92 -3.68 -3.64
H 3.03 -2.54 -2.37
H 0.59 -2.64 -2.42
H 1.38 -5.97 -1.33
C 0.11 -0.82 5.20
C -1.28 -0.73 4.55
C -2.19 -1.74 5.18
O -1.81 -3.09 5.21
C -1.58 -3.49 3.88
N -1.85 0.61 4.86
H -0.02 -0.54 6.24
H 0.83 -0.14 4.70
H 0.50 -1.84 5.14
H -1.17 -0.93 3.47
H -3.16 -1.60 4.66
H -2.43 -1.45 6.21
H -0.76 -2.94 3.37
H -2.43 -3.36 3.21
H -1.28 -4.52 3.83
H -2.88 0.66 4.83
H -1.58 1.34 4.21
C 2.98 1.90 -4.23
O 1.79 2.24 -4.25
N 3.64 1.37 -3.19
N 3.79 1.98 -5.37
H 3.37 0.96 -2.33
H 4.55 1.04 -3.48
H 4.63 1.41 -5.54
H 3.41 2.43 -6.16

[4]
83
Properties=species:S:1:pos:R:3 method="wB97M-V/def2-TZVPD" total_charge=+1 lumo_ha=-0.15138 homo_ev=-10.21 e_above_lowest_ev=6.351
C -5.06 -3.42 0.49
C -4.22 -2.27 0.10
C -2.97 -2.60 -0.84
C -2.09 -1.31 -1.23
C -2.90 0.02 -1.43
C -2.13 1.31 -1.84
C -0.58 1.17 -2.03
C 0.14 -0.19 -1.81
O 1.53 -0.28 -2.04
C 1.88 -0.19 -3.45
C 1.29 -1.36 -4.37
C 2.30 -2.59 -4.63
C 3.30 -2.92 -3.42
N -0.64 -1.37 -1.43
C 0.08 -2.67 -1.26
C 0.66 -2.93 0.22
O -0.20 -3.81 1.01
C 0.93 -1.61 1.08
N 2.33 -1.07 0.88
H -4.90 -3.95 1.51
H -5.85 -3.88 -0.20
H -4.54 -1.22 0.44
H -2.32 -3.39 -0.31
H -3.31 -3.06 -1.84
H -4.04 0.04 -1.26
H -2.65 2.31 -2.00
H 0.05 2.08 -2.33
H 3.02 -0.06 -3.52
H 1.43 0.81 -3.84
H 0.30 -1.80 -4.02
H 1.08 -0.89 -5.40
H 2.89 -2.50 -5.61
H 1.63 -3.53 -4.77
H 3.87 -2.02 -3.00
H 2.82 -3.53 -2.57
H 4.11 -3.63 -3.85
H 0.98 -2.71 -1.98
H -0.56 -3.59 -1.53
H 1.67 -3.48 0.14
H -0.43 -4.55 0.40
H 0.16 -0.78 0.96
H 0.88 -1.93 2.19
H 3.02 -1.82 0.98
H 2.45 -0.40 1.66
C -4.67 -2.25 5.53
C -5.91 -2.96 5.05
C -6.41 -2.02 3.97
O -5.26 -1.38 3.41
C -4.13 -1.66 4.25
H -3.95 -2.91 6.03
H -4.94 -1.45 6.23
H -5.65 -3.93 4.61
H -6.65 -3.13 5.84
H -7.05 -1.24 4.39
H -6.97 -2.54 3.19
H -3.49 -2.38 3.72
H -3.56 -0.74 4.41
C 4.68 3.20 1.72
C 5.94 2.41 1.46
C 5.86 1.33 2.51
O 4.47 1.07 2.74
C 3.70 2.11 2.11
H 4.34 3.79 0.86
H 4.83 3.88 2.56
H 5.90 1.97 0.46
H 6.85 3.01 1.53
H 6.30 1.66 3.46
H 6.36 0.40 2.20
H 3.22 1.67 1.22
H 2.92 2.46 2.79
C 0.08 6.22 -2.40
C -0.14 5.04 -1.49
C 1.24 4.82 -0.90
O 1.87 6.10 -0.85
C 1.09 7.03 -1.61
H -0.82 6.78 -2.63
H 0.53 5.89 -3.34
H -0.85 5.31 -0.69
H -0.53 4.16 -2.00
H 1.84 4.17 -1.54
H 1.20 4.38 0.10
H 0.60 7.71 -0.90
H 1.75 7.63 -2.25

[5]
98
Properties=species:S:1:pos:R:3 method="wB97M-V/def2-TZVPD" lumo_ha=0.02018 homo_ev=-9.68 e_above_lowest_ev=0.921 smiles="C[C@H]1COC(=O)O1.C[C@H]1COC(=O)O1.COC(=O)OC.COC(=O)OC.COC(=O)OC.COC(=O)OC.COC(=O)OC.CCCC#N"
C -2.08 -2.20 -1.15
C -0.61 -2.18 -0.73
C -0.30 -0.85 -0.04
O -0.14 -1.27 1.30
C -0.17 -2.55 1.41
O 0.03 -3.12 2.43
O -0.32 -3.16 0.29
H -2.15 -1.49 -2.04
H -2.73 -1.73 -0.43
H -2.51 -3.14 -1.47
H -0.06 -2.17 -1.70
H -1.06 -0.05 -0.04
H 0.60 -0.52 -0.51
C 4.84 0.38 -1.30
C 3.32 0.47 -1.12
C 2.85 0.96 0.27
O 1.74 1.73 -0.14
C 1.82 2.09 -1.39
O 1.14 2.94 -1.88
O 2.81 1.49 -1.98
H 5.33 1.21 -0.89
H 5.15 0.41 -2.31
H 5.37 -0.40 -0.84
H 2.93 -0.48 -1.38
H 3.60 1.63 0.75
H 2.61 0.17 0.96
C 1.04 -3.45 -4.45
O -0.31 -3.28 -4.00
C -1.10 -2.48 -4.68
O -0.64 -1.65 -5.67
O -2.40 -2.55 -4.30
C -3.34 -1.67 -4.83
H 1.27 -3.61 -5.49
H 1.21 -4.46 -3.99
H 1.65 -2.74 -3.90
H -3.22 -1.72 -5.87
H -3.24 -0.63 -4.41
H -4.36 -2.07 -4.71
C -4.03 5.49 3.51
O -3.74 5.02 2.24
C -2.62 4.28 2.10
O -1.73 3.93 3.18
O -2.35 3.91 0.85
C -1.23 3.11 0.54
H -3.94 4.64 4.19
H -5.12 5.84 3.62
H -3.39 6.28 3.95
H -1.27 2.68 -0.46
H -1.11 2.35 1.26
H -0.36 3.72 0.58
C 2.60 -2.05 5.51
O 1.80 -0.94 5.38
C 1.79 -0.22 4.28
O 2.71 -0.44 3.25
O 0.92 0.78 4.24
C 0.76 1.58 3.09
H 2.86 -2.56 4.59
H 2.17 -2.75 6.26
H 3.61 -1.66 5.78
H 1.70 1.99 2.75
H 0.15 2.43 3.38
H 0.29 1.07 2.26
C -6.60 3.10 4.15
O -5.76 3.04 3.01
C -5.22 1.87 2.62
O -5.25 0.66 3.37
O -4.43 1.93 1.49
C -3.73 0.74 1.11
H -6.53 4.17 4.48
H -6.25 2.53 5.03
H -7.61 2.81 3.83
H -3.43 0.99 0.13
H -4.57 -0.04 1.00
H -3.06 0.29 1.84
C -1.96 1.58 -2.75
O -1.07 0.53 -3.02
C -0.11 0.75 -3.84
O -0.11 1.85 -4.74
O 0.96 -0.05 -3.74
C 2.01 0.12 -4.76
H -2.41 1.46 -1.78
H -2.76 1.56 -3.51
H -1.49 2.60 -2.73
H 2.34 1.11 -4.68
H 1.48 -0.12 -5.63
H 2.81 -0.53 -4.71
C 5.78 -3.64 0.43
C 4.65 -3.63 1.37
C 3.58 -2.64 0.92
C 2.98 -2.89 -0.37
N 2.52 -3.08 -1.39
H 6.31 -2.69 0.42
H 5.49 -3.78 -0.61
H 6.48 -4.45 0.60
H 4.92 -3.46 2.41
H 4.21 -4.65 1.39
H 3.96 -1.60 0.86
H 2.85 -2.77 1.71

Number 1: M 533.7 g/mol. Number 2: M 943.7 g/mol. Number 3: M 760.0 g/mol. Number 4: M 481.7 g/mol. Number 5: M 723.7 g/mol.